(1)
A cluster of 2 separate species, C5H16NO in total at a distorted geometry, computed with the ωB97M-V functional and the def2-TZVPD basis.

**HOMO**: -14.5 eV
**Energy**: -329.8273 a.u.

```
! RIJCOSX wB97M-V def2-TZVPD def2/J DEFGRID3
* xyz 1 1
C 0.715 -1.030 1.732
C -0.001 0.029 0.905
C 0.939 0.610 -0.154
C 0.283 1.471 -1.353
C -1.092 1.074 -1.917
N -0.390 1.238 1.822
H 0.383 -0.942 2.783
H 0.508 -2.012 1.296
H 1.833 -0.971 1.693
H -0.915 -0.401 0.527
H 1.554 -0.142 -0.655
H 1.721 1.259 0.278
H 0.975 1.126 -2.134
H 0.563 2.490 -1.178
H -1.025 0.622 -2.945
H -1.857 1.834 -1.858
H -1.462 0.114 -1.404
H -1.103 0.892 2.474
H 0.436 1.682 2.232
H -0.804 1.988 1.259
H 0.123 -3.593 -1.487
H -0.997 -3.124 -0.507
O -0.274 -2.824 -1.062
*
```

Löwdin atomic charge list, values in e, 5 entries: -0.04, -0.33, -0.16, -0.22, -0.09

(2)
A cluster of 13 separate species, C42H88N2O34 in total at a distorted geometry, computed with the ωB97M-V functional and the def2-TZVPD basis.

**HOMO**: -7.9 eV
**Energy**: -4320.7554 a.u.

```
! RIJCOSX wB97M-V def2-TZVPD def2/J DEFGRID3
* xyz 0 1
N 17.232 14.277 15.691
H 16.253 14.445 15.839
H 17.531 12.657 16.619
H 17.603 14.862 16.447
H 17.509 14.675 14.807
C 16.630 10.483 14.670
C 17.341 9.815 15.846
C 18.431 8.871 15.300
C 19.528 8.365 16.253
C 20.174 9.579 16.867
C 19.197 10.603 17.572
N 18.063 10.919 16.653
O 17.075 11.814 17.157
C 19.964 11.929 17.721
C 18.797 10.052 18.940
C 16.378 8.966 16.656
H 15.756 11.018 15.062
H 16.266 9.784 13.917
H 17.240 11.242 14.169
H 18.829 9.320 14.378
H 17.836 8.024 14.931
H 20.237 7.759 15.669
H 19.107 7.640 16.983
H 20.727 10.054 16.063
H 20.919 9.272 17.599
H 20.905 11.801 18.251
H 19.373 12.676 18.212
H 20.089 12.355 16.726
H 18.344 9.096 19.065
H 18.160 10.780 19.509
H 19.707 10.046 19.525
H 15.703 8.411 15.999
H 15.729 9.535 17.321
H 16.894 8.234 17.300
C 17.769 22.067 19.823
O 17.931 21.033 18.768
C 19.021 20.357 18.917
O 19.872 20.611 19.739
O 18.960 19.280 18.134
C 19.739 18.141 18.627
H 16.775 22.453 19.634
H 18.534 22.799 19.679
H 17.971 21.594 20.778
H 19.551 17.975 19.684
H 20.818 18.307 18.407
H 19.296 17.327 18.072
C 20.066 14.786 20.311
O 20.523 15.075 21.633
C 21.792 15.458 21.748
O 22.537 15.619 20.874
O 22.117 15.524 23.051
C 23.543 15.678 23.269
H 18.988 14.796 20.464
H 20.388 13.805 19.985
H 20.439 15.597 19.655
H 23.964 14.698 23.541
H 23.612 16.357 24.108
H 24.022 16.051 22.362
C 16.217 17.570 16.912
O 15.459 16.585 17.633
C 16.240 15.738 18.309
O 17.463 15.765 18.411
O 15.577 14.742 18.853
C 16.331 13.780 19.654
H 16.909 18.068 17.591
H 15.502 18.282 16.527
H 16.724 17.101 16.056
H 16.907 13.155 19.000
H 15.527 13.232 20.144
H 16.939 14.282 20.399
C 19.485 17.426 14.659
O 18.405 18.377 14.413
C 18.704 19.595 14.784
O 19.790 19.943 15.132
O 17.617 20.385 14.583
C 17.753 21.810 14.992
H 20.255 17.535 13.923
H 19.118 16.395 14.590
H 19.856 17.609 15.672
H 17.069 22.317 14.343
H 18.794 22.070 14.780
H 17.446 21.925 16.041
C 16.912 11.755 9.866
O 16.075 12.870 10.074
C 16.638 14.063 9.763
O 17.760 14.320 9.480
O 15.667 15.023 9.814
C 16.224 16.316 9.599
H 16.617 11.358 8.880
H 16.630 11.085 10.677
H 17.945 12.045 9.940
H 15.480 16.985 10.026
H 16.369 16.372 8.533
H 17.149 16.380 10.093
C 10.355 14.095 12.476
O 10.806 15.028 13.457
C 11.346 14.570 14.583
O 11.333 13.431 14.948
O 11.895 15.583 15.235
C 12.235 15.416 16.595
H 9.323 14.303 12.246
H 10.593 13.133 12.884
H 11.088 14.256 11.691
H 12.083 16.449 16.968
H 13.282 15.082 16.678
H 11.497 14.804 17.085
C 12.974 11.470 24.076
O 13.701 11.723 22.863
C 14.329 10.695 22.279
O 14.257 9.587 22.696
O 14.979 11.115 21.213
C 15.775 10.114 20.589
H 13.426 12.168 24.801
H 13.092 10.407 24.204
H 11.981 11.775 23.826
H 16.739 10.155 21.101
H 15.908 10.512 19.593
H 15.364 9.117 20.658
C 13.558 11.819 16.656
O 13.095 12.558 17.855
C 11.925 12.190 18.436
O 11.378 12.843 19.296
O 11.559 10.951 18.133
C 10.324 10.472 18.764
H 13.569 10.747 16.879
H 14.601 12.099 16.612
H 12.977 12.056 15.789
H 9.646 10.224 17.972
H 9.988 11.313 19.436
H 10.615 9.532 19.174
C 20.461 13.104 11.152
O 20.217 14.508 11.316
C 19.221 14.793 12.171
O 18.517 14.020 12.791
O 19.016 16.103 12.270
C 19.812 17.008 11.423
H 19.869 12.703 10.325
H 20.349 12.570 12.096
H 21.510 13.113 10.855
H 19.603 16.756 10.410
H 20.857 16.913 11.691
H 19.445 17.997 11.641
C 22.686 12.666 14.723
O 22.800 13.612 15.868
C 22.052 14.773 15.690
O 21.456 15.084 14.712
O 22.145 15.575 16.731
C 23.024 15.081 17.766
H 21.681 12.675 14.362
H 23.178 11.775 15.095
H 23.318 13.058 13.935
H 24.014 14.921 17.355
H 22.656 14.166 18.174
H 23.071 15.921 18.454
C 14.562 13.446 13.435
O 14.318 14.704 12.769
C 14.610 15.830 13.471
O 15.090 15.877 14.555
O 14.414 16.902 12.708
C 14.909 18.153 13.306
H 14.163 13.472 14.454
H 15.647 13.271 13.564
H 14.066 12.705 12.753
H 14.270 18.380 14.159
H 14.715 18.851 12.494
H 15.975 18.099 13.520
*
```

Löwdin atomic charge list, values in e, 5 entries: 0.11, 0.01, 0.13, 0.02, 0.01

(3)
A structure of composition C54H40AuBrIOP2S at a distorted geometry, computed with the ωB97M-V functional and the def2-TZVPD basis.

**HOMO**: -15.2 eV
**Energy**: -6244.4369 a.u.

```
! RIJCOSX wB97M-V def2-TZVPD def2/J DEFGRID3
* xyz 3 1
Au -1.297 0.214 0.597
O 1.052 -1.351 -0.190
S 1.778 -0.882 1.179
C 3.172 -0.016 0.709
C 4.369 -0.668 0.421
C 5.572 0.024 0.283
C 5.554 1.384 0.488
C 6.679 2.381 0.529
C 5.993 3.757 0.711
C 4.529 3.438 0.850
C 3.441 4.235 1.064
C 2.168 3.636 1.033
C 1.943 2.273 0.846
P 0.209 1.992 0.363
C 0.133 2.314 -1.411
C -1.034 2.765 -2.026
C -1.062 2.949 -3.400
C 0.054 2.650 -4.171
C 1.203 2.162 -3.568
C 1.247 1.999 -2.192
C -0.802 3.159 1.306
C -1.223 4.378 0.777
C -2.056 5.203 1.522
C -2.455 4.822 2.794
C -2.010 3.624 3.339
C -1.191 2.791 2.595
C 3.083 1.414 0.768
C 4.331 2.050 0.708
C 2.264 -2.443 1.811
C 3.344 -2.629 2.646
C 3.636 -3.893 3.197
C 2.818 -4.947 2.881
C 2.858 -6.397 3.292
C 1.624 -7.043 2.607
C 0.957 -5.916 1.863
C -0.192 -5.872 1.115
C -0.583 -4.627 0.587
C 0.159 -3.459 0.725
P -0.507 -2.025 -0.105
C -0.604 -2.091 -1.879
C 0.147 -3.057 -2.552
C 0.136 -3.089 -3.936
C -0.603 -2.155 -4.648
C -1.336 -1.182 -3.980
C -1.340 -1.150 -2.597
C -2.199 -1.949 0.573
C -3.340 -2.104 -0.253
C -4.590 -2.146 0.317
C -4.745 -1.960 1.692
C -3.648 -1.764 2.515
C -2.373 -1.763 1.967
C 1.360 -3.498 1.496
C 1.702 -4.735 2.049
H 4.374 -1.747 0.343
H 6.484 -0.514 0.067
H 7.289 2.328 -0.373
H 7.342 2.146 1.365
H 6.154 4.403 -0.154
H 6.367 4.299 1.579
H 3.522 5.304 1.206
H 1.323 4.304 1.124
H -1.918 2.990 -1.444
H -1.956 3.339 -3.867
H 0.031 2.808 -5.241
H 2.072 1.922 -4.166
H 2.158 1.638 -1.733
H -0.901 4.693 -0.206
H -2.385 6.148 1.111
H -3.104 5.468 3.371
H -2.298 3.343 4.342
H -0.833 1.866 3.039
H 3.982 -1.790 2.894
H 4.492 -4.002 3.848
H 2.817 -6.489 4.378
H 3.791 -6.864 2.973
H 0.937 -7.485 3.329
H 1.906 -7.840 1.919
H -0.801 -6.747 0.937
H -1.510 -4.603 0.021
H 0.731 -3.782 -1.999
H 0.706 -3.844 -4.461
H -0.611 -2.188 -5.729
H -1.909 -0.454 -4.538
H -1.917 -0.387 -2.090
H -3.223 -2.252 -1.318
H -5.460 -2.319 -0.302
H -5.739 -1.979 2.121
H -3.781 -1.644 3.581
H -1.510 -1.699 2.622
Br -6.733 3.510 0.563
C -5.955 2.962 -1.052
C -6.537 3.385 -2.244
C -5.999 3.005 -3.461
C -4.875 2.192 -3.506
C -4.285 1.764 -2.328
C -4.823 2.155 -1.110
I -3.971 1.494 0.681
H -7.417 4.012 -2.206
H -6.468 3.341 -4.375
H -4.463 1.887 -4.459
H -3.418 1.122 -2.359
*
```

Löwdin atomic charge list, values in e, 5 entries: 0.64, -0.54, 1.16, -0.35, -0.02

(4)
A cluster of 15 separate species, C23H80N4O15 in total at a distorted geometry, computed with the ωB97M-V functional and the def2-TZVPD basis.

**HOMO**: -9.0 eV
**Energy**: -2271.6845 a.u.

```
! RIJCOSX wB97M-V def2-TZVPD def2/J DEFGRID3
* xyz 0 1
C -0.461 1.768 1.366
C -0.586 0.464 0.565
C 0.735 -0.293 0.699
O 0.924 -1.304 -0.288
C 1.298 -0.970 -1.607
N -1.719 -0.235 1.161
H -1.368 2.374 1.265
H 0.357 2.416 1.045
H -0.399 1.571 2.438
H -0.754 0.620 -0.509
H 0.625 -0.935 1.582
H 1.608 0.352 0.827
H 1.803 -1.827 -2.057
H 2.003 -0.136 -1.542
H 0.475 -0.716 -2.280
H -1.890 -1.142 0.716
H -2.632 0.151 0.935
C -0.055 -2.062 -4.749
C -0.854 -2.291 -6.021
C -0.536 -3.604 -6.697
O -0.862 -3.431 -8.074
C -1.234 -4.594 -8.775
N -2.297 -2.222 -5.704
H -0.441 -1.242 -4.142
H 0.983 -1.770 -4.957
H 0.122 -2.928 -4.103
H -0.649 -1.469 -6.715
H -1.043 -4.457 -6.236
H 0.538 -3.823 -6.653
H -1.977 -5.165 -8.207
H -0.398 -5.263 -9.008
H -1.665 -4.254 -9.715
H -2.531 -1.277 -5.414
H -2.772 -2.314 -6.604
C 0.756 -1.587 6.804
C 1.297 -0.295 6.223
C 2.403 -0.589 5.202
O 2.705 0.634 4.592
C 3.671 0.623 3.577
N 0.190 0.412 5.582
H -0.090 -1.501 7.486
H 1.522 -2.183 7.311
H 0.412 -2.237 5.993
H 1.744 0.307 7.024
H 2.144 -1.388 4.495
H 3.242 -0.990 5.790
H 4.604 0.176 3.936
H 3.942 1.647 3.315
H 3.349 0.136 2.655
H 0.580 1.156 5.007
H -0.431 0.861 6.243
C -0.595 7.031 -1.358
C 0.418 6.162 -0.641
C -0.295 5.197 0.302
O -1.000 5.968 1.249
C -1.638 5.161 2.220
N 1.202 5.490 -1.698
H -1.289 7.506 -0.659
H -1.233 6.431 -2.009
H -0.137 7.832 -1.939
H 1.080 6.795 -0.037
H 0.410 4.538 0.833
H -0.992 4.527 -0.220
H -0.907 4.445 2.614
H -2.472 4.574 1.825
H -1.995 5.869 2.964
H 1.908 4.872 -1.302
H 1.708 6.238 -2.161
O -4.842 -2.816 1.744
H -5.273 -2.935 2.597
H -3.891 -2.870 1.946
O 4.200 1.707 0.388
H 5.022 1.334 0.730
H 3.959 2.391 1.023
O -0.996 -1.370 3.677
H -0.445 -0.783 4.245
H -1.160 -0.859 2.848
O -1.581 -2.605 -0.573
H -2.018 -2.789 -1.417
H -0.674 -2.330 -0.799
C -4.233 2.617 2.588
O -5.587 2.490 3.003
H -3.689 3.155 3.376
H -3.704 1.674 2.433
H -4.295 3.102 1.606
H -6.091 3.260 2.751
C 1.433 2.811 -1.690
O 0.497 2.587 -2.744
H 0.925 3.431 -0.946
H 1.727 1.850 -1.293
H 2.269 3.411 -2.054
H 0.218 3.430 -3.113
C 4.289 0.668 -3.172
O 5.301 1.450 -3.794
H 3.520 1.365 -2.837
H 3.881 -0.124 -3.800
H 4.602 0.212 -2.226
H 6.145 1.063 -3.545
C 1.470 -4.288 0.840
O 2.425 -5.268 0.454
H 0.814 -4.675 1.624
H 1.994 -3.417 1.222
H 0.831 -3.916 0.034
H 1.946 -6.067 0.222
C -2.237 -5.688 1.299
O -2.166 -4.296 1.528
H -2.695 -6.168 2.162
H -2.834 -5.912 0.406
H -1.243 -6.108 1.095
H -2.097 -3.846 0.666
C -5.256 0.957 -0.163
O -4.491 -0.187 0.177
H -6.199 1.019 0.380
H -4.677 1.878 -0.099
H -5.521 0.898 -1.230
H -5.081 -0.812 0.621
C 3.983 -1.783 0.482
O 5.087 -2.401 1.117
H 3.588 -2.602 -0.128
H 3.174 -1.515 1.170
H 4.220 -0.872 -0.060
H 4.898 -3.270 1.470
*
```

Löwdin atomic charge list, values in e, 5 entries: -0.05, -0.38, -0.16, -0.24, -0.09

(5)
The ion C7H14N with charge +1 at a distorted geometry, computed with the ωB97M-V functional and the def2-TZVPD basis.

**SMILES string**: C[C@@H]1[C@]2(C)C[NH2+][C@]12C
**HOMO**: -13.4 eV
**Energy**: -329.5293 a.u.

```
! RIJCOSX wB97M-V def2-TZVPD def2/J DEFGRID3
* xyz 1 1
C 1.155 -1.753 0.853
C 0.884 -0.273 0.605
C -0.550 0.182 0.738
C -1.038 1.491 1.430
C -1.502 -0.772 -0.052
N -0.569 -0.795 -1.279
C 0.366 0.274 -0.677
C 0.874 1.336 -1.562
H 1.434 -2.009 1.906
H 2.073 -2.093 0.318
H 0.421 -2.460 0.530
H 1.574 0.529 1.009
H -1.114 2.328 0.743
H -0.298 1.825 2.023
H -1.829 1.173 2.054
H -1.586 -1.740 0.381
H -2.332 -0.172 -0.315
H 0.062 -1.573 -1.148
H -0.947 -0.641 -2.230
H 0.082 1.867 -2.122
H 1.609 1.003 -2.240
H 1.231 2.275 -0.964
*
```

Löwdin atomic charge list, values in e, 5 entries: -0.04, -0.21, -0.21, 0.02, 0.02

(6)
An isolated molecule of C3H7NO at a distorted geometry, computed with the ωB97M-V functional and the def2-TZVPD basis.

**HOMO (alpha / beta)**: -9.7 / -8.6 eV
**Energy**: -248.3625 a.u.

```
! RIJCOSX wB97M-V def2-TZVPD def2/J DEFGRID3
* xyz 0 1
C 0.415 -1.254 -1.058
C 0.406 -0.462 0.166
C -0.556 0.566 0.541
O -1.641 0.017 0.038
N -0.253 1.942 0.243
H -0.012 -2.243 -0.855
H -0.221 -0.770 -1.795
H 1.446 -1.430 -1.385
H 1.113 -0.749 0.942
H -0.511 0.440 1.654
H 0.613 2.123 -0.250
H -0.221 2.450 1.113
*
```

Löwdin atomic charge list, values in e, 5 entries: -0.09, 0.00, -0.69, 0.00, 0.09